The following is a quantum chemistry calculation of a structure of composition C22H28BN2 at a distorted geometry, from OMol25.

* LUMO: -3.70 eV
* energy relative to the best compared isomer or geometry (same formula, charge and spin): 1.449 eV
* net charge: +1
* E: -26915.2752 eV

Element x y z (Å)
C: 3.047 -5.590 -0.901
C: 2.350 -4.244 -0.816
C: 1.266 -4.006 0.041
C: 0.672 -2.753 0.053
C: 1.070 -1.774 -0.866
C: 0.523 -0.403 -0.570
C: 0.740 0.754 -1.439
C: -0.160 1.732 -1.689
C: 0.221 2.853 -2.504
C: -0.545 4.046 -2.646
C: -0.113 5.063 -3.508
C: 1.096 4.938 -4.210
C: 1.569 5.997 -5.135
C: 1.871 3.792 -4.056
C: 1.454 2.777 -3.211
C: 2.176 -1.992 -1.707
C: 2.822 -3.218 -1.645
H: 3.921 -5.513 -1.578
H: 3.420 -5.936 0.083
H: 2.386 -6.383 -1.310
H: 0.957 -4.776 0.748
H: -0.060 -2.497 0.817
H: -0.484 -0.338 -0.123
H: 1.804 0.882 -1.679
H: -1.167 1.737 -1.250
H: -1.464 4.200 -2.071
H: -0.663 5.996 -3.633
H: 2.481 5.669 -5.629
H: 0.819 6.200 -5.896
H: 1.762 6.931 -4.609
H: 2.820 3.702 -4.576
H: 2.104 1.914 -3.081
H: 2.583 -1.201 -2.348
H: 3.743 -3.397 -2.199
H: 1.324 -0.116 0.098
B: -1.406 0.561 3.755
H: -0.239 0.374 4.022
H: -1.850 1.482 3.135
C: -2.243 -0.751 3.787
N: -2.656 -0.576 5.079
C: -1.940 0.445 5.821
C: -3.670 -1.459 5.358
C: -3.923 -2.162 4.197
N: -3.049 -1.681 3.228
C: -2.925 -2.156 1.867
H: -2.105 0.447 6.889
H: -0.853 0.275 5.667
H: -2.116 1.449 5.360
H: -4.117 -1.534 6.336
H: -4.650 -2.963 4.010
H: -3.869 -2.554 1.471
H: -2.580 -1.304 1.266
H: -2.154 -2.936 1.798


The following is a quantum chemistry calculation of a structure of composition C22H28BO3 at a distorted geometry, from OMol25.

* LUMO: -6.49 eV
* energy relative to the best compared isomer or geometry (same formula, charge and spin): 0.000 eV
* net charge: +1
* E: -30078.8902 eV

Element x y z (Å)
C: -3.711 -0.446 -2.189
C: -2.978 -0.061 -1.013
C: -2.876 1.111 -0.309
C: -1.984 0.871 0.767
C: -1.563 -0.450 0.633
B: 0.429 3.167 -2.198
O: 0.648 3.716 -1.039
C: 1.956 3.117 -0.736
C: 2.862 4.313 -0.510
C: 1.774 2.352 0.571
C: 2.290 2.206 -2.009
C: 3.567 2.554 -2.745
C: 2.247 0.710 -1.744
O: 1.213 2.468 -2.976
O: -2.160 -1.000 -0.455
H: -4.689 0.042 -2.180
H: -3.171 -0.070 -3.065
H: -3.868 -1.524 -2.284
H: -3.373 2.052 -0.537
H: -1.757 1.555 1.582
H: 3.868 3.987 -0.211
H: 2.915 4.975 -1.382
H: 2.430 4.892 0.316
H: 2.624 1.693 0.780
H: 1.684 3.084 1.387
H: 0.854 1.745 0.555
H: 3.775 1.737 -3.448
H: 3.454 3.472 -3.330
H: 4.429 2.643 -2.076
H: 3.132 0.413 -1.165
H: 1.347 0.393 -1.197
H: 2.260 0.178 -2.705
C: -0.908 -0.921 2.929
C: 0.531 -0.540 3.384
C: 1.396 -0.870 2.212
C: 0.670 -1.169 1.117
C: -0.808 -1.330 1.418
C: -1.341 -2.739 1.031
C: -0.688 -3.471 0.037
C: -1.097 -4.771 -0.255
C: -2.219 -5.313 0.381
C: -2.933 -4.539 1.310
C: -2.471 -3.260 1.670
H: -1.300 -1.737 3.540
H: -1.578 -0.064 3.028
H: 0.588 0.522 3.659
H: 0.772 -1.118 4.279
H: 2.488 -0.878 2.279
H: 1.050 -1.423 0.128
H: 0.120 -3.020 -0.545
H: -0.528 -5.326 -1.006
H: -2.515 -6.343 0.161
H: -3.843 -4.924 1.755
H: -3.013 -2.656 2.401


The following is a quantum chemistry calculation of a structure of composition C22H28Br6N2O10 at a distorted geometry, from OMol25.

* LUMO: -1.63 eV
* E: -466933.0034 eV

Element x y z (Å)
C: -2.458 0.533 -2.769
C: -3.292 1.406 -2.085
C: -4.559 1.676 -2.689
C: -4.899 1.168 -3.942
C: -3.900 0.407 -4.582
C: -2.705 0.024 -3.965
N: -6.275 1.390 -4.527
O: -6.547 0.956 -5.668
O: -7.065 1.963 -3.771
H: -1.508 0.343 -2.291
H: -2.870 1.717 -1.141
H: -5.162 2.307 -2.053
H: -4.029 -0.006 -5.571
H: -2.072 -0.670 -4.498
C: -1.193 -1.463 4.270
C: -0.439 -0.957 5.317
C: 0.447 0.060 5.127
C: 0.673 0.578 3.841
C: -0.108 0.043 2.799
C: -0.968 -0.969 2.985
N: 1.429 1.757 3.822
O: 1.162 2.477 2.879
O: 2.186 1.974 4.730
H: -1.707 -2.394 4.460
H: -0.559 -1.223 6.357
H: 0.991 0.399 5.996
H: 0.142 0.459 1.834
H: -1.543 -1.523 2.259
C: 4.690 1.602 -2.474
C: 3.247 2.111 -2.554
O: 2.635 2.075 -1.246
C: 1.453 1.699 -0.912
O: 0.552 1.247 -1.625
O: 1.301 1.780 0.443
C: 0.066 1.629 1.097
H: 5.140 2.019 -1.573
H: 5.265 1.814 -3.376
H: 4.794 0.527 -2.330
H: 2.600 1.447 -3.127
H: 3.153 3.104 -2.992
H: -0.682 2.394 0.893
H: 0.297 1.837 2.142
H: -0.291 0.620 1.306
C: -0.604 -3.972 0.942
C: 0.858 -3.573 1.382
O: 1.150 -2.217 1.305
C: 2.339 -1.713 1.772
O: 3.238 -2.380 2.198
O: 2.139 -0.428 1.962
C: 3.034 0.560 2.289
H: -0.777 -5.046 1.001
H: -0.787 -3.569 -0.055
H: -1.443 -3.541 1.488
H: 1.555 -4.170 0.794
H: 1.036 -4.008 2.366
H: 3.748 0.266 3.059
H: 2.478 1.392 2.721
H: 3.585 0.950 1.433
C: -1.017 -0.267 -0.567
Br: -2.240 -1.637 -1.364
Br: -0.089 -1.036 1.027
Br: -1.963 1.438 -0.315
H: -0.359 -0.206 -1.434
C: 1.188 -0.905 -2.627
Br: 0.020 -2.344 -3.086
Br: 2.884 -1.092 -3.613
Br: 1.737 -0.976 -0.689
H: 0.898 0.134 -2.782


The following is a quantum chemistry calculation of a structure of composition C22H28F6Ge2N4O5S2Ti at a distorted geometry, from OMol25.

* LUMO (alpha / beta): 0.03 / 0.01 eV
* multiplicity: 3
* E: -213589.5388 eV
* expectation value of S²: 2.002

Element x y z (Å)
Ti: 0.766 -2.235 0.071
F: -4.084 -5.083 1.757
C: -3.873 -3.790 1.753
F: -3.417 -3.423 2.977
F: -5.016 -3.177 1.464
S: -2.456 -3.236 0.509
O: 0.804 -0.173 -0.550
O: -3.215 -2.160 -0.094
N: -2.162 -4.610 -0.400
S: -0.410 -4.358 -1.295
O: -0.399 -2.904 -1.581
O: 0.492 -4.490 -0.115
C: -3.166 -5.112 -1.298
F: -3.167 -4.480 -2.460
F: -4.405 -4.980 -0.741
F: -2.995 -6.397 -1.591
C: 4.096 1.148 -3.188
C: 2.947 0.221 -2.713
Ge: 2.283 0.849 -1.048
C: 3.370 0.779 0.575
C: 2.700 1.067 1.951
C: 1.500 2.559 -1.115
C: 0.200 2.652 -0.841
Ge: -0.709 0.944 -0.521
C: -1.601 0.289 -2.028
C: -3.023 0.586 -2.531
C: -1.298 0.617 1.296
C: -2.676 1.002 1.839
C: -0.391 3.982 -0.669
C: -1.640 4.255 -1.240
C: -1.990 5.576 -1.347
C: -1.226 6.574 -0.816
C: -0.124 6.250 -0.056
C: 0.342 4.967 -0.010
H: 4.268 0.913 -4.233
H: 5.036 1.024 -2.634
H: 3.775 2.214 -3.088
H: 3.311 -0.811 -2.557
H: 2.093 0.193 -3.400
H: 4.211 1.481 0.421
H: 3.910 -0.177 0.641
H: 1.644 1.368 1.805
H: 3.214 1.822 2.542
H: 2.727 0.127 2.498
H: 2.102 3.485 -1.203
H: -1.516 -0.791 -1.969
H: -0.852 0.592 -2.790
H: -3.784 0.261 -1.825
H: -3.184 0.070 -3.468
H: -3.153 1.699 -2.744
H: -0.524 1.056 1.976
H: -1.173 -0.489 1.437
H: -2.878 2.050 1.616
H: -2.791 0.832 2.912
H: -3.450 0.423 1.334
H: -2.249 3.462 -1.641
H: -2.934 5.848 -1.834
H: -1.544 7.625 -0.890
H: 0.452 7.065 0.443
H: 1.232 4.674 0.533
N: 1.517 -2.801 4.373
C: 1.842 -2.833 3.047
O: 0.892 -2.557 2.238
C: 3.163 -3.134 2.549
C: 4.370 -3.155 3.318
N: 5.291 -3.021 3.990
C: 3.175 -3.031 1.142
N: 3.105 -2.940 -0.028
H: 0.518 -2.939 4.546
H: 2.128 -3.308 4.997


The following is a quantum chemistry calculation of a structure of composition C22H28FNNaO2Si2 at a distorted geometry, from OMol25.

* LUMO: -4.16 eV
* energy relative to the best compared isomer or geometry (same formula, charge and spin): 4.951 eV
* net charge: +1
* E: -51730.9559 eV

Element x y z (Å)
C: 3.269 -0.642 1.772
C: 3.008 0.322 1.064
Si: 2.265 1.734 0.042
C: 3.365 3.259 0.447
C: 4.473 3.092 1.271
O: 0.674 2.195 0.467
Si: -0.525 0.982 0.347
C: -0.264 -0.511 1.550
O: -1.397 -1.475 1.538
C: -0.936 -2.808 1.551
C: 0.106 -3.347 2.456
C: 0.596 -4.772 2.408
C: 0.012 -5.702 1.408
C: -1.065 -5.193 0.521
C: -1.554 -3.778 0.564
C: -0.622 0.156 -1.397
C: -1.986 -0.658 -1.554
F: 0.412 -0.858 -1.524
C: -2.183 1.924 0.665
C: -2.877 2.409 -0.717
C: -3.182 1.160 1.633
C: -4.140 2.250 2.343
C: 2.516 1.487 -1.843
C: 3.309 0.314 -2.379
C: 3.481 0.242 -3.867
C: 2.868 1.334 -4.674
N: 2.119 2.401 -4.221
C: 1.977 2.446 -2.850
H: 3.407 -1.430 2.555
H: 3.066 4.256 0.013
H: 4.391 2.378 2.144
H: 5.444 3.627 1.082
H: 0.596 -1.107 1.096
H: 0.025 -0.188 2.589
H: 0.584 -2.689 3.234
H: 1.393 -5.149 3.099
H: 0.351 -6.762 1.299
H: -1.532 -5.885 -0.239
H: -2.376 -3.511 -0.161
H: -0.490 0.893 -2.239
H: -1.803 -1.787 -1.432
H: -2.807 -0.290 -0.820
H: -2.436 -0.519 -2.623
H: -1.918 2.898 1.195
H: -3.270 3.466 -0.597
H: -2.160 2.427 -1.586
H: -3.770 1.727 -0.906
H: -3.819 0.372 1.141
H: -2.553 0.742 2.486
H: -4.259 2.044 3.454
H: -5.184 2.213 1.898
H: -3.740 3.301 2.248
H: 3.771 -0.471 -1.728
H: 4.074 -0.563 -4.384
H: 3.036 1.279 -5.793
H: 1.375 3.316 -2.439
Na: -3.119 -2.556 -1.611


The following is a quantum chemistry calculation of an isolated molecule of C22H28N2O2, from OMol25.

* LUMO: 0.45 eV
* energy relative to the best compared isomer or geometry (same formula, charge and spin): 0.723 eV
* E: -30345.0569 eV
* structure (SMILES): CCCCC(=O)C1=C(NCCc2c(C)[nH]c3ccccc23)CCCC1=O

Element x y z (Å)
C: 1.161 4.280 1.696
H: 1.632 3.761 2.528
H: 1.348 5.346 1.805
C: 1.711 3.769 0.370
C: 1.437 2.279 0.190
H: 0.359 2.105 0.214
H: 1.889 1.729 1.017
C: 2.005 1.759 -1.136
C: 1.519 0.358 -1.396
C: 1.890 -0.705 -0.464
C: 3.071 -0.568 0.378
O: 3.929 0.286 0.238
C: 3.227 -1.588 1.497
C: 2.814 -2.973 1.040
C: 1.352 -2.933 0.622
C: 1.095 -1.855 -0.395
N: 0.089 -2.030 -1.240
C: -1.010 -2.953 -1.153
H: -0.944 -3.676 -1.976
C: -2.336 -2.182 -1.255
C: -2.436 -1.127 -0.201
C: -2.653 -1.310 1.138
N: -2.650 -0.091 1.771
C: -2.441 0.899 0.853
C: -2.380 2.277 1.010
C: -2.164 3.037 -0.120
C: -2.007 2.441 -1.374
C: -2.069 1.076 -1.536
C: -2.291 0.281 -0.411
H: -1.938 0.635 -2.511
H: -1.831 3.071 -2.233
H: -2.110 4.112 -0.037
H: -2.500 2.733 1.983
H: -2.806 0.048 2.755
C: -2.876 -2.559 1.917
H: -3.156 -3.374 1.254
H: -1.975 -2.850 2.460
H: -3.673 -2.416 2.647
H: -3.159 -2.896 -1.166
H: -2.401 -1.711 -2.236
H: -0.984 -3.496 -0.208
H: 0.728 -2.736 1.501
H: 1.062 -3.901 0.209
H: 3.430 -3.277 0.191
H: 2.956 -3.704 1.839
H: 2.595 -1.266 2.331
H: 4.265 -1.567 1.833
O: 0.748 0.169 -2.340
H: -0.003 -1.258 -1.921
H: 1.648 2.385 -1.957
H: 3.093 1.784 -1.102
H: 2.788 3.944 0.329
H: 1.249 4.322 -0.451
H: 0.087 4.110 1.750


The following is a quantum chemistry calculation of an isolated molecule of C22H28N2O2 at a distorted geometry, from OMol25.

* LUMO: 0.58 eV
* energy relative to the best compared isomer or geometry (same formula, charge and spin): 23.060 eV
* E: -30322.7201 eV
* structure (SMILES): O=C(NCc1ccccc1)N1CCC(CO)(CCc2ccccc2)CC1

Element x y z (Å)
O: 0.194 2.907 0.420
C: -0.760 2.082 0.093
N: -1.567 1.333 0.959
H: -2.388 0.942 0.501
C: -1.804 1.877 2.181
C: -1.582 0.705 3.078
C: -2.404 -0.234 2.879
C: -2.606 -1.606 3.709
C: -1.690 -1.665 4.751
C: -0.781 -0.543 5.074
C: -0.586 0.361 4.151
H: -0.019 1.198 4.236
H: -0.238 -0.524 5.849
H: -1.588 -2.517 5.526
H: -3.341 -2.376 3.545
H: -3.099 -0.291 2.070
H: -2.523 2.579 2.462
H: -0.647 2.503 2.381
N: -0.942 1.730 -1.309
C: -1.431 0.724 -1.949
H: -2.420 0.298 -1.386
C: -0.335 -0.410 -2.262
H: -0.941 -1.339 -2.651
H: 0.019 -0.689 -1.236
C: 0.532 -0.238 -3.139
C: 1.166 1.336 -2.484
H: 1.803 1.920 -3.285
C: 0.130 2.239 -2.270
H: 0.611 3.382 -1.883
H: -0.390 2.756 -3.176
H: 1.705 1.092 -1.611
C: 0.068 0.139 -4.604
O: 1.277 0.590 -5.300
H: 0.863 0.826 -6.276
H: -0.208 -0.738 -4.924
H: -0.536 0.727 -4.539
C: 1.596 -1.154 -3.111
H: 2.602 -0.749 -3.870
H: 1.289 -2.052 -3.254
C: 2.846 -1.229 -1.941
C: 2.048 -1.372 -0.453
C: 2.207 -0.528 0.420
C: 1.310 -0.844 1.568
C: 0.624 -1.993 1.759
C: 0.715 -3.134 0.655
C: 1.284 -2.716 -0.260
H: 1.371 -3.370 -1.114
H: 0.162 -3.893 1.019
H: 0.096 -2.503 2.722
H: 1.361 -0.203 2.349
H: 2.393 0.296 0.389
H: 3.352 -2.045 -2.083
H: 3.144 -0.383 -1.602
H: -2.006 1.127 -2.811


The following is a quantum chemistry calculation of the ion C22H28N3 with charge +1 at a distorted geometry, from OMol25.

* LUMO: -3.43 eV
* energy relative to the best compared isomer or geometry (same formula, charge and spin): 2.142 eV
* net charge: +1
* E: -27730.7108 eV
* structure (SMILES): Cn1c(C[C@H](c2ccccc2)N2CCCCC2)[n+](C)c2ccccc21

Element x y z (Å)
C: -1.373 -2.630 1.915
N: -0.860 -1.258 1.844
C: -1.551 -0.089 2.154
C: -2.927 0.068 2.715
N: -0.744 0.932 1.716
C: -1.149 2.325 1.710
C: 0.547 0.449 1.429
C: 0.475 -0.935 1.508
C: 1.607 -1.730 1.364
C: 2.829 -1.061 1.223
C: 2.899 0.345 1.176
C: 1.741 1.126 1.246
H: -0.510 -3.273 2.087
H: -2.075 -2.700 2.753
H: -1.869 -2.997 0.994
H: -3.592 0.549 1.940
H: -3.230 -1.018 2.965
H: -0.243 2.923 1.758
H: -1.730 2.646 0.822
H: -1.761 2.483 2.607
H: 1.512 -2.812 1.346
H: 3.755 -1.631 1.127
H: 3.875 0.823 1.064
H: 1.737 2.207 1.167
C: -8.055 1.740 4.575
C: -7.264 1.827 3.277
C: -5.757 1.898 3.419
N: -5.248 0.897 4.339
C: -3.814 0.767 4.195
C: -3.325 -0.219 5.158
C: -4.169 -1.266 5.617
C: -3.726 -2.039 6.691
C: -2.429 -1.785 7.183
C: -1.510 -0.902 6.570
C: -1.967 -0.158 5.487
C: -5.869 1.168 5.693
C: -7.388 0.880 5.646
H: -8.143 2.754 4.984
H: -9.075 1.395 4.373
H: -7.497 0.971 2.637
H: -7.568 2.714 2.730
H: -5.242 1.721 2.465
H: -5.444 2.909 3.766
H: -3.291 1.782 4.076
H: -5.130 -1.469 5.125
H: -4.387 -2.816 7.103
H: -2.126 -2.297 8.107
H: -0.480 -0.788 6.946
H: -1.287 0.473 4.907
H: -5.400 0.619 6.530
H: -5.806 2.252 5.924
H: -7.846 1.114 6.616
H: -7.573 -0.196 5.488